1.
Entry from OMol25: a cluster of 3 separate species, C35H56BClF6N5O9 in total in a non-equilibrium geometry (wB97M-V/def2-TZVPD).

Positions of all 113 atoms, in Å:
C (1.685, -1.105, 6.224)
C (2.795, -0.987, 5.063)
C (2.586, 0.319, 4.099)
Cl (4.095, 1.327, 4.250)
C (2.269, -0.225, 2.590)
C (0.780, -0.859, 2.730)
C (0.740, -2.461, 2.516)
C (1.433, -2.975, 1.168)
C (0.697, -4.192, 0.427)
C (-0.007, -5.273, 1.377)
C (-1.569, -5.426, 0.950)
C (-2.367, -4.031, 0.939)
C (-3.555, -4.020, 2.051)
C (-4.656, -2.901, 1.638)
O (-5.734, -3.439, 0.829)
C (-6.246, -2.434, -0.049)
C (-7.758, -1.871, 0.076)
O (-5.567, -1.950, -1.004)
C (-0.315, -0.233, 1.748)
C (-1.763, -0.362, 2.451)
C (-2.919, 0.214, 1.316)
C (-3.623, 1.674, 1.745)
O (-4.347, 0.251, 1.805)
N (-0.014, 1.098, 1.174)
B (-0.141, 2.258, 2.088)
O (-0.237, 2.234, 3.531)
O (-0.180, 3.579, 1.462)
C (1.362, 0.963, 0.597)
N (1.410, 1.022, -0.729)
C (0.274, 1.248, -1.677)
N (0.094, 0.024, -2.528)
C (1.181, -0.116, -3.548)
N (2.427, 0.797, 1.529)
C (3.799, 0.867, 0.942)
C (4.250, -0.395, 0.186)
C (5.693, -0.336, -0.450)
C (6.363, 1.053, -0.201)
C (5.730, 2.234, 0.557)
N (4.445, 2.111, 1.141)
H (0.938, -0.228, 6.194)
H (1.071, -2.058, 5.989)
H (2.162, -1.198, 7.268)
H (2.838, -1.958, 4.462)
H (3.835, -0.882, 5.557)
H (1.711, 0.901, 4.540)
H (2.966, -1.144, 2.483)
H (0.375, -0.701, 3.805)
H (1.249, -2.972, 3.420)
H (-0.366, -2.767, 2.585)
H (1.438, -2.088, 0.418)
H (2.534, -3.275, 1.359)
H (1.514, -4.750, -0.175)
H (-0.007, -3.747, -0.373)
H (0.466, -6.301, 1.131)
H (0.145, -5.125, 2.497)
H (-1.547, -5.810, -0.138)
H (-2.116, -6.231, 1.560)
H (-2.916, -3.976, -0.080)
H (-1.711, -3.098, 0.999)
H (-4.070, -5.038, 2.027)
H (-3.133, -3.758, 3.078)
H (-5.007, -2.399, 2.613)
H (-4.088, -2.136, 0.993)
H (-8.258, -2.154, -0.926)
H (-8.353, -2.393, 0.898)
H (-7.785, -0.730, 0.143)
H (-0.376, -0.963, 0.844)
H (-2.072, -1.438, 2.671)
H (-1.890, 0.274, 3.385)
H (-2.695, 0.027, 0.151)
H (-3.592, 2.009, 2.831)
H (-4.213, 2.238, 0.948)
H (0.587, 2.672, 3.845)
H (0.482, 4.170, 1.900)
H (2.334, 0.900, -1.195)
H (-0.686, 1.647, -1.223)
H (0.634, 2.067, -2.412)
H (0.114, -0.773, -1.867)
H (0.734, -0.453, -4.545)
H (1.933, -0.886, -3.138)
H (1.774, 0.837, -3.757)
H (3.610, -1.346, 0.094)
H (6.176, -1.198, -1.008)
H (7.421, 1.209, -0.621)
H (6.277, 3.241, 0.669)
C (4.154, 3.828, -1.691)
C (3.479, 4.660, -2.765)
O (4.455, 5.258, -3.629)
C (4.946, 4.462, -4.603)
O (4.617, 3.314, -4.768)
C (5.933, 5.231, -5.476)
F (6.803, 5.962, -4.749)
F (5.303, 6.093, -6.301)
F (6.673, 4.424, -6.257)
H (4.887, 4.427, -1.145)
H (3.418, 3.438, -0.985)
H (4.695, 2.984, -2.128)
H (2.927, 5.480, -2.300)
H (2.759, 4.071, -3.340)
C (-4.526, -0.419, -3.373)
C (-3.950, 0.131, -4.663)
O (-4.419, 1.469, -4.899)
C (-3.771, 2.446, -4.234)
O (-2.852, 2.257, -3.475)
C (-4.335, 3.813, -4.611)
F (-5.683, 3.831, -4.617)
F (-3.941, 4.194, -5.844)
F (-3.945, 4.786, -3.766)
H (-5.616, -0.354, -3.379)
H (-4.234, -1.461, -3.234)
H (-4.178, 0.155, -2.511)
H (-4.293, -0.475, -5.505)
H (-2.857, 0.097, -4.665)

total charge = +1
LUMO energy = -3.254 eV
HOMO-LUMO gap = 8.85 eV

2.
Entry from OMol25: a structure of composition C35H56FeN3O9P2S2SbSi3Te2 in a non-equilibrium geometry (wB97M-V/def2-TZVPD).

Positions of all 114 atoms, in Å:
Fe (-0.208, -0.176, 0.715)
O (3.111, -1.690, 2.389)
P (1.868, -1.009, 1.630)
O (1.478, 0.288, 2.259)
O (0.794, -2.016, 1.412)
O (2.611, -0.645, 0.237)
P (1.955, 0.269, -0.936)
O (1.198, 1.439, -0.104)
O (3.007, 0.788, -1.804)
O (0.916, -0.623, -1.560)
H (3.514, -2.332, 1.787)
H (1.442, 1.342, 0.852)
N (4.000, 1.482, 6.830)
C (2.799, 1.017, 6.278)
C (2.777, -0.188, 5.576)
C (1.589, -0.686, 5.079)
C (0.418, 0.027, 5.259)
C (0.421, 1.214, 5.971)
C (1.605, 1.706, 6.490)
S (-1.120, -0.615, 4.646)
O (-2.154, 0.061, 5.406)
O (-1.049, -2.049, 4.799)
N (-1.351, -0.351, 3.090)
C (-1.362, 0.837, 2.454)
S (-0.550, 2.295, 3.033)
C (-1.174, 3.157, 1.659)
C (-1.927, 2.345, 0.893)
N (-2.072, 1.053, 1.350)
H (4.817, 1.133, 6.354)
H (4.036, 2.481, 6.958)
H (3.703, -0.721, 5.395)
H (1.574, -1.625, 4.545)
H (-0.512, 1.741, 6.109)
H (1.617, 2.639, 7.043)
H (-0.923, 4.191, 1.504)
H (-2.393, 2.596, -0.048)
C (-3.513, -2.780, 2.629)
Te (-2.184, -1.826, 1.145)
C (-1.456, -3.848, 1.179)
C (-2.625, -4.729, 1.437)
C (-2.698, -6.035, 0.973)
C (-3.838, -6.792, 1.203)
C (-4.907, -6.236, 1.891)
C (-4.831, -4.938, 2.373)
C (-3.685, -4.174, 2.171)
H (-4.453, -2.258, 2.807)
H (-2.897, -2.712, 3.530)
H (-0.797, -3.806, 2.050)
H (-0.879, -4.100, 0.292)
H (-1.859, -6.450, 0.428)
H (-3.903, -7.812, 0.845)
H (-5.806, -6.821, 2.050)
H (-5.665, -4.509, 2.918)
C (0.769, -0.649, -4.704)
Si (-0.845, -1.445, -4.042)
C (-2.394, -0.773, -5.026)
C (-0.894, -3.275, -4.705)
Sb (-1.055, -1.137, -1.247)
Si (0.973, -3.988, -1.809)
C (2.561, -3.065, -2.359)
C (1.621, -4.853, -0.178)
C (1.205, -5.552, -2.988)
Si (-3.582, -2.058, -0.869)
C (-3.359, -3.130, -2.429)
C (-4.236, -0.331, -1.325)
C (-5.247, -2.769, -0.303)
H (0.575, 0.213, -5.339)
H (1.393, -1.366, -5.243)
H (1.332, -0.299, -3.839)
H (-2.787, -1.537, -5.701)
H (-2.144, 0.117, -5.602)
H (-3.182, -0.483, -4.330)
H (-0.242, -3.373, -5.575)
H (-1.904, -3.546, -5.007)
H (-0.559, -3.979, -3.946)
H (2.798, -2.280, -1.658)
H (2.437, -2.572, -3.323)
H (3.423, -3.739, -2.417)
H (1.596, -4.163, 0.664)
H (2.661, -5.176, -0.307)
H (1.036, -5.738, 0.091)
H (1.459, -5.241, -4.004)
H (0.320, -6.189, -3.050)
H (2.028, -6.169, -2.616)
H (-3.509, -2.542, -3.334)
H (-4.111, -3.922, -2.406)
H (-2.373, -3.596, -2.481)
H (-3.524, 0.402, -1.706)
H (-4.668, 0.078, -0.405)
H (-5.049, -0.437, -2.048)
H (-5.160, -3.830, -0.071)
H (-5.985, -2.648, -1.096)
H (-5.619, -2.262, 0.589)
C (-3.110, 7.476, -5.251)
C (-2.671, 6.163, -4.655)
C (-1.346, 5.751, -4.699)
C (-0.945, 4.518, -4.186)
C (0.511, 4.146, -4.253)
C (-1.883, 3.648, -3.618)
Te (-1.237, 1.611, -2.783)
C (-3.215, 4.071, -3.554)
C (-4.271, 3.197, -2.928)
C (-3.593, 5.308, -4.068)
H (-2.287, 8.191, -5.273)
H (-3.933, 7.904, -4.677)
H (-3.459, 7.329, -6.277)
H (-0.602, 6.408, -5.140)
H (1.107, 4.953, -4.683)
H (0.640, 3.238, -4.842)
H (0.880, 3.910, -3.254)
H (-4.370, 2.275, -3.504)
H (-5.234, 3.708, -2.886)
H (-3.973, 2.916, -1.918)
H (-4.635, 5.612, -4.009)

multiplicity = 5
total charge = -2
LUMO energy (spin up / spin down) = 3.844 / 3.839 eV
HOMO-LUMO gap (spin up / spin down) = 4.59 / 5.16 eV
energy relative to the best compared isomer or geometry (same formula, charge and spin) = 893.68 kJ/mol

3.
Entry from OMol25: a structure of composition C35H57As3N5O7PPtS (wB97M-V/def2-TZVPD).

Positions of all 110 atoms, in Å:
Pt (0.164, -0.348, 0.084)
C (-0.988, -0.841, 3.923)
As (0.199, -0.227, 2.513)
C (0.398, 1.605, 3.182)
C (1.793, -1.167, 3.172)
C (3.237, -0.739, 2.847)
C (4.141, -1.717, 3.616)
C (3.570, -0.895, 1.359)
As (2.487, -0.009, -0.006)
C (3.275, -0.924, -1.521)
C (3.289, 1.742, -0.280)
C (3.514, 0.711, 3.304)
As (5.372, 1.212, 3.801)
C (5.976, 2.008, 2.109)
C (4.838, 2.912, 4.623)
H (-0.562, -0.508, 4.869)
H (-1.047, -1.923, 3.878)
H (-1.988, -0.423, 3.820)
H (0.827, 1.606, 4.181)
H (-0.588, 2.065, 3.226)
H (1.016, 2.199, 2.511)
H (1.629, -2.185, 2.806)
H (1.692, -1.204, 4.260)
H (3.849, -2.749, 3.416)
H (4.068, -1.538, 4.691)
H (5.187, -1.592, 3.331)
H (3.499, -1.951, 1.082)
H (4.604, -0.582, 1.189)
H (4.359, -0.946, -1.404)
H (3.021, -0.415, -2.449)
H (2.892, -1.943, -1.568)
H (4.372, 1.642, -0.232)
H (2.947, 2.470, 0.453)
H (3.008, 2.080, -1.276)
H (2.953, 0.904, 4.219)
H (3.158, 1.413, 2.547)
H (6.204, 1.240, 1.371)
H (6.891, 2.568, 2.302)
H (5.227, 2.690, 1.706)
H (4.345, 2.727, 5.577)
H (4.160, 3.468, 3.973)
H (5.724, 3.518, 4.810)
O (-0.052, 4.104, -7.375)
S (0.116, 3.211, -8.511)
O (1.438, 3.378, -9.102)
O (-0.940, 3.434, -9.488)
C (0.001, 1.498, -7.942)
N (-0.200, 0.620, -8.905)
C (-0.284, -0.647, -8.440)
C (-0.188, -0.961, -7.113)
C (0.036, 0.078, -6.173)
N (0.152, 1.355, -6.655)
C (0.148, -0.102, -4.773)
C (0.528, 0.985, -3.930)
C (0.591, 0.819, -2.587)
N (0.288, -0.356, -1.952)
C (-0.043, -1.415, -2.738)
C (-0.106, -1.334, -4.098)
H (-0.432, -1.409, -9.195)
H (-0.265, -1.990, -6.792)
H (0.767, 1.937, -4.384)
H (0.898, 1.624, -1.934)
H (-0.275, -2.334, -2.222)
H (-0.381, -2.220, -4.653)
C (-4.153, -1.307, 1.658)
C (-4.346, -2.721, 1.126)
C (-5.406, -2.742, 0.036)
C (-4.693, -3.671, 2.263)
O (-3.143, -3.244, 0.516)
P (-1.666, -2.650, 0.467)
O (-0.943, -2.786, 1.758)
O (-1.731, -1.240, -0.140)
O (-1.021, -3.593, -0.647)
C (-1.112, -5.029, -0.803)
C (-2.294, -5.330, -1.716)
C (-1.253, -5.739, 0.541)
C (0.198, -5.426, -1.466)
H (-5.070, -0.966, 2.138)
H (-3.891, -0.620, 0.855)
H (-3.343, -1.303, 2.392)
H (-6.358, -2.380, 0.427)
H (-5.542, -3.758, -0.338)
H (-5.093, -2.105, -0.791)
H (-5.642, -3.388, 2.722)
H (-3.906, -3.647, 3.019)
H (-4.777, -4.691, 1.884)
H (-3.203, -4.910, -1.288)
H (-2.417, -6.408, -1.829)
H (-2.136, -4.884, -2.699)
H (-2.255, -5.606, 0.949)
H (-0.539, -5.327, 1.255)
H (-1.060, -6.805, 0.413)
H (0.339, -4.869, -2.394)
H (0.197, -6.492, -1.693)
H (1.034, -5.208, -0.798)
N (-2.466, 3.896, -0.930)
C (-1.495, 2.957, -1.113)
N (-1.427, 2.078, -0.155)
C (-2.450, 2.440, 0.720)
C (-2.894, 1.825, 1.887)
C (-3.939, 2.406, 2.577)
C (-4.553, 3.580, 2.116)
C (-4.155, 4.186, 0.941)
C (-3.103, 3.589, 0.253)
H (-2.686, 4.646, -1.561)
H (-0.876, 2.973, -1.996)
H (-2.446, 0.894, 2.204)
H (-4.302, 1.946, 3.487)
H (-5.363, 4.014, 2.687)
H (-4.642, 5.078, 0.570)

multiplicity = 3
LUMO energy (spin up / spin down) = 0.167 / -3.318 eV
HOMO-LUMO gap (spin up / spin down) = 5.46 / 5.31 eV

4.
Entry from OMol25: a structure of composition C35H57Cl2FeN4O2 in a non-equilibrium geometry (wB97M-V/def2-TZVPD).

Positions of all 101 atoms, in Å:
Fe (-2.122, -0.081, -0.346)
C (-4.624, -1.742, -0.468)
C (-3.718, -2.708, -1.234)
N (-2.302, -2.364, -1.077)
C (-1.479, -2.617, -2.253)
C (-1.880, -1.665, -3.400)
N (-2.471, -0.414, -2.920)
C (-3.902, -0.227, -3.168)
C (-4.672, 0.294, -1.954)
N (-4.276, -0.321, -0.674)
H (-5.669, -1.935, -0.734)
H (-4.511, -1.930, 0.600)
H (-3.931, -3.724, -0.885)
H (-3.962, -2.701, -2.291)
H (-1.923, -2.844, -0.269)
H (-0.441, -2.444, -1.964)
H (-1.554, -3.654, -2.604)
H (-0.987, -1.445, -3.986)
H (-2.570, -2.171, -4.081)
H (-1.954, 0.389, -3.249)
H (-4.077, 0.484, -3.981)
H (-4.332, -1.169, -3.505)
H (-4.482, 1.363, -1.846)
H (-5.745, 0.165, -2.138)
H (-4.746, 0.210, 0.052)
C (4.405, 2.443, 0.572)
C (3.733, 3.140, -0.611)
C (4.574, 2.909, -1.875)
C (3.660, 4.645, -0.314)
C (2.337, 2.590, -0.865)
C (1.893, 1.428, -0.333)
C (0.553, 0.996, -0.589)
N (-0.079, -0.034, -0.051)
C (0.353, -0.956, 0.845)
C (1.676, -1.429, 1.014)
C (1.958, -2.354, 1.976)
C (0.894, -2.777, 2.819)
C (-0.415, -2.382, 2.702)
C (-0.735, -1.482, 1.636)
O (-1.941, -1.107, 1.379)
C (-1.506, -2.871, 3.652)
C (-0.944, -3.790, 4.737)
C (-2.565, -3.660, 2.868)
C (-2.157, -1.666, 4.352)
C (3.369, -2.932, 2.096)
C (3.651, -3.797, 0.859)
C (3.537, -3.798, 3.345)
C (4.394, -1.792, 2.159)
C (-0.360, 1.851, -1.368)
O (-1.592, 1.575, -1.364)
C (0.176, 3.007, -2.044)
C (1.463, 3.324, -1.745)
C (-0.679, 3.911, -2.935)
C (0.203, 4.701, -3.909)
C (-1.690, 3.129, -3.789)
C (-1.432, 4.891, -2.025)
H (5.365, 2.917, 0.772)
H (4.602, 1.388, 0.370)
H (3.799, 2.517, 1.478)
H (5.579, 3.310, -1.735)
H (4.134, 3.406, -2.742)
H (4.657, 1.845, -2.100)
H (4.626, 4.993, 0.051)
H (2.912, 4.863, 0.451)
H (3.424, 5.231, -1.202)
H (2.515, 0.857, 0.335)
H (2.445, -1.103, 0.329)
H (1.135, -3.471, 3.609)
H (-0.515, -4.703, 4.319)
H (-1.752, -4.084, 5.407)
H (-0.182, -3.292, 5.339)
H (-2.117, -4.533, 2.387)
H (-3.037, -3.040, 2.107)
H (-3.339, -4.015, 3.550)
H (-1.419, -1.133, 4.955)
H (-2.950, -2.009, 5.018)
H (-2.587, -0.972, 3.636)
H (2.948, -4.629, 0.798)
H (4.661, -4.209, 0.907)
H (3.568, -3.214, -0.059)
H (2.895, -4.680, 3.320)
H (3.324, -3.240, 4.258)
H (4.568, -4.148, 3.404)
H (4.424, -1.219, 1.231)
H (5.393, -2.198, 2.321)
H (4.168, -1.106, 2.977)
H (1.875, 4.216, -2.196)
H (0.857, 4.041, -4.481)
H (0.818, 5.450, -3.409)
H (-0.434, 5.239, -4.611)
H (-1.183, 2.395, -4.422)
H (-2.202, 3.829, -4.451)
H (-2.436, 2.622, -3.186)
H (-0.733, 5.512, -1.463)
H (-2.061, 4.357, -1.311)
H (-2.071, 5.546, -2.620)
Cl (-1.584, 2.106, 1.817)
C (0.064, 2.300, 2.451)
Cl (0.737, 3.880, 2.059)
H (0.688, 1.540, 1.986)
H (0.022, 2.182, 3.527)

multiplicity = 5
total charge = +1
LUMO energy (spin up / spin down) = -4.344 / -4.451 eV
HOMO-LUMO gap (spin up / spin down) = 5.75 / 5.59 eV
energy relative to the best compared isomer or geometry (same formula, charge and spin) = 26.60 kJ/mol